The following is a DFT calculation (wB97M-V/def2-TZVPD) of 12 unconnected molecules or ions with the total composition C42H108O18 at a distorted geometry.

Properties
* SMILES: CC(C)O.CC(C)O.CC(C)O.CC(C)O.CC(C)O.CC(C)O.COCCOC.COCCOC.COCCOC.COCCOC.COCCOC.COCCOC
* 2S+1: 1
* E: -82150.7753 eV
* Kohn-Sham gap: 9.844 eV
* charge: 0

Last column: Löwdin charge in e.
Geometry (Å):
O: -11.583 -14.572 17.341  -0.088
O: -8.326 -16.217 15.794  -0.085
O: -6.170 -11.333 20.373  -0.154
O: -16.906 -19.075 16.659  -0.182
O: -10.189 -8.569 15.338  -0.179
O: -13.966 -8.953 17.810  -0.081
O: -10.474 -9.631 19.685  -0.226
O: -16.288 -10.511 18.754  -0.214
O: -11.398 -15.018 21.865  -0.070
O: -11.329 -10.057 13.226  -0.177
O: -9.036 -13.966 13.984  -0.072
O: -15.212 -12.838 15.210  -0.217
O: -17.819 -17.842 13.763  -0.188
O: -14.819 -12.693 19.478  -0.165
O: -6.234 -8.483 20.706  -0.178
O: -10.207 -10.984 22.075  -0.175
O: -13.288 -16.726 17.874  -0.095
O: -12.701 -14.129 14.695  -0.202
C: -12.183 -17.222 21.965  -0.030
C: -15.614 -11.983 14.134  -0.069
C: -8.405 -17.854 17.697  -0.021
C: -9.667 -12.129 22.718  -0.117
C: -17.030 -10.345 19.946  -0.068
C: -14.216 -13.919 19.841  -0.081
C: -6.950 -13.265 14.832  -0.071
C: -11.652 -10.124 20.366  -0.175
C: -14.161 -7.761 17.042  -0.456
C: -12.435 -9.260 13.465  -0.106
C: -10.025 -9.546 13.142  -0.216
C: -7.120 -14.420 12.596  -0.047
C: -10.898 -16.341 21.742  -0.492
C: -8.663 -17.595 16.167  -0.447
C: -11.373 -13.282 18.031  -0.431
C: -9.600 -9.701 15.984  -0.079
C: -11.221 -11.349 21.124  -0.204
C: -12.134 -13.102 13.940  -0.122
C: -13.216 -19.119 17.839  -0.051
C: -12.576 -17.887 17.303  -0.477
C: -7.750 -13.443 13.608  -0.495
C: -5.915 -12.237 19.299  -0.078
C: -12.617 -17.809 15.798  -0.047
C: -7.347 -9.336 20.972  -0.155
C: -6.434 -7.613 19.660  -0.156
C: -7.924 -18.540 15.279  -0.048
C: -15.403 -8.006 16.132  -0.056
C: -9.920 -12.998 18.006  -0.049
C: -17.363 -18.971 17.982  -0.120
C: -16.297 -11.661 17.955  -0.197
C: -7.297 -10.582 20.073  -0.244
C: -15.120 -14.247 14.937  -0.174
C: -14.356 -6.459 17.869  -0.032
C: -16.914 -17.781 16.047  -0.190
C: -10.664 -8.347 19.122  -0.117
C: -9.756 -8.369 14.031  -0.244
C: -13.920 -14.668 14.110  -0.157
C: -15.949 -12.853 18.718  -0.274
C: -12.252 -12.210 17.394  -0.003
C: -17.509 -18.327 12.509  -0.159
C: -16.647 -18.031 14.582  -0.202
C: -10.190 -16.593 20.469  -0.074
H: -13.534 -6.424 18.570  0.070
H: -10.713 -14.393 21.601  0.050
H: -7.416 -9.561 22.031  0.127
H: -15.369 -6.427 18.225  0.071
H: -13.469 -13.738 20.603  0.067
H: -10.878 -12.071 20.381  0.091
H: -9.011 -15.723 16.291  0.088
H: -15.495 -11.464 17.208  0.120
H: -11.880 -18.288 22.026  0.086
H: -13.630 -17.708 15.440  0.060
H: -6.492 -13.120 19.374  0.068
H: -8.979 -12.721 22.088  0.085
H: -11.548 -8.407 18.481  0.067
H: -17.211 -19.922 18.466  0.085
H: -12.648 -15.989 17.938  0.025
H: -13.304 -12.503 17.408  0.076
H: -16.942 -18.146 18.532  0.082
H: -15.875 -13.788 18.102  0.136
H: -6.360 -14.064 11.905  0.070
H: -8.256 -11.164 20.232  0.118
H: -13.246 -9.968 13.328  0.075
H: -13.877 -15.766 14.132  0.105
H: -15.123 -14.713 15.923  0.113
H: -6.382 -8.199 18.693  0.091
H: -11.962 -11.977 16.374  0.070
H: -16.134 -17.134 16.451  0.110
H: -17.232 -11.792 17.403  0.138
H: -11.723 -13.422 19.084  0.112
H: -7.401 -17.454 17.913  0.094
H: -9.449 -13.797 18.544  0.064
H: -13.273 -19.065 18.908  0.071
H: -8.867 -14.840 14.320  0.038
H: -6.889 -14.214 15.355  0.069
H: -8.015 -14.652 11.988  0.083
H: -17.380 -19.423 12.613  0.091
H: -10.409 -12.817 23.161  0.084
H: -12.492 -8.800 14.471  0.085
H: -15.976 -14.633 14.325  0.134
H: -12.751 -12.267 13.763  0.049
H: -12.209 -11.272 17.939  0.067
H: -6.757 -15.361 13.121  0.100
H: -7.312 -6.949 19.674  0.085
H: -16.906 -9.344 20.268  0.079
H: -9.016 -11.759 23.555  0.105
H: -16.378 -8.044 16.695  0.092
H: -12.495 -10.176 19.717  0.090
H: -13.278 -7.765 16.409  0.114
H: -15.527 -7.174 15.397  0.086
H: -14.298 -5.634 17.220  0.056
H: -10.377 -7.515 13.689  0.131
H: -8.294 -18.277 14.298  0.083
H: -14.153 -19.400 17.418  0.064
H: -8.445 -18.906 17.899  0.071
H: -9.362 -10.448 13.415  0.135
H: -16.756 -13.206 19.347  0.122
H: -6.890 -18.303 15.393  0.081
H: -9.529 -13.006 16.949  0.096
H: -15.872 -17.358 14.205  0.101
H: -9.601 -12.082 18.510  0.066
H: -9.705 -9.181 12.168  0.119
H: -14.920 -14.690 20.207  0.107
H: -10.181 -16.522 22.629  0.154
H: -14.051 -14.384 13.081  0.115
H: -7.349 -12.436 15.491  0.090
H: -11.177 -12.864 14.432  0.073
H: -5.455 -7.007 19.594  0.112
H: -17.886 -17.219 16.023  0.147
H: -18.040 -10.614 19.766  0.080
H: -8.219 -19.557 15.505  0.088
H: -9.749 -8.148 18.520  0.090
H: -8.491 -9.674 16.050  0.102
H: -10.900 -7.492 19.798  0.099
H: -16.638 -10.948 20.777  0.094
H: -12.405 -19.845 17.551  0.103
H: -8.655 -8.080 13.956  0.148
H: -12.570 -8.458 12.745  0.091
H: -9.703 -17.659 15.912  0.104
H: -9.421 -15.898 20.277  0.063
H: -14.832 -9.268 18.146  0.065
H: -9.938 -9.640 17.013  0.059
H: -11.658 -14.372 16.382  0.072
H: -13.640 -14.319 18.969  0.076
H: -6.119 -11.693 18.369  0.086
H: -11.894 -9.305 21.209  0.172
H: -5.940 -12.995 14.566  0.079
H: -10.912 -16.586 19.621  0.083
H: -12.038 -16.904 15.564  0.076
H: -12.789 -16.905 21.098  0.080
H: -12.230 -18.674 15.296  0.077
H: -12.196 -11.703 21.602  0.154
H: -16.351 -19.063 14.381  0.122
H: -16.639 -12.190 13.887  0.082
H: -12.680 -17.054 22.884  0.055
H: -9.840 -10.659 15.578  0.061
H: -11.508 -17.870 17.730  0.136
H: -7.922 -12.496 13.080  0.130
H: -8.308 -8.889 20.653  0.107
H: -15.201 -8.956 15.624  0.052
H: -9.716 -17.582 20.558  0.096
H: -4.873 -12.484 19.334  0.082
H: -11.741 -13.469 12.956  0.111
H: -9.121 -17.409 18.364  0.018
H: -7.319 -10.330 19.056  0.082
H: -18.452 -18.814 17.945  0.092
H: -16.525 -17.951 12.139  0.091
H: -14.944 -12.189 13.275  0.086
H: -15.509 -10.974 14.533  0.073
H: -18.326 -18.063 11.789  0.104